Density functional theory data (ωB97M-V/def2-TZVPD) for a 5-piece molecular cluster, C4H15O6S overall in a non-equilibrium geometry.

Results
- total charge = -1
- maximum force (eV Å⁻¹) = 2.17
- frontier orbital gap (eV) = 8.767
- HOMO energy (eV) = -5.8

```
26
Properties=species:S:1:pos:R:3:forces:R:3
S 2.81646 1.52220 -1.65550 -0.059 0.047 0.477
O -2.91268 -0.61113 -0.27715 -0.292 -0.201 0.437
O 0.79873 1.35107 3.11027 -0.111 -0.636 -0.361
O -1.80074 0.41869 -2.61481 0.319 -0.023 -0.597
O -0.15661 -2.53207 0.63752 0.160 -0.383 0.047
O -0.63355 -1.70159 -1.38192 0.185 -0.448 -0.275
O -0.31528 -1.26074 2.97377 0.784 0.288 0.951
C 1.35862 1.92576 -0.51820 1.217 -1.439 -1.079
C 1.13101 -0.66249 -0.19667 -0.361 -0.711 -1.600
C 0.48096 0.71405 -0.14489 0.202 0.206 -0.099
C 0.04784 -1.76530 -0.32649 -0.333 0.879 0.774
H -2.62747 -1.07827 -1.07144 -0.034 -0.042 0.110
H 0.04204 0.80768 0.84463 -0.141 0.359 0.027
H 1.57304 -0.78393 -1.18341 0.504 0.312 -0.017
H 1.91973 -0.86166 0.52516 -0.262 0.112 0.376
H -1.23711 -1.05426 2.82503 -0.078 -0.347 -0.432
H 0.69281 1.32974 2.14710 0.250 0.553 0.378
H -1.38477 -0.42833 -2.32618 0.104 0.333 -0.001
H 0.55592 0.41171 3.26342 0.026 0.229 0.355
H -0.36872 0.79807 -0.80993 -0.188 -0.566 -0.217
H 0.03406 -1.86323 2.27966 -0.807 0.136 -0.485
H -2.71928 0.22644 -2.81149 -0.029 -0.003 0.075
H 2.12568 1.03758 -2.69528 -0.140 0.015 0.049
H 1.89478 2.33584 0.32984 -0.281 0.640 0.013
H -2.17549 -0.85932 0.29379 -0.146 0.010 0.167
H 0.86003 2.58350 -1.21682 -0.488 0.680 0.929
```
Positions in Å, forces in eV/Å.

***

Density functional theory data (ωB97M-V/def2-TZVPD) for a 9-piece molecular cluster, C4H16BO16 overall in a non-equilibrium geometry.

Results
- relative energy (zero: lowest compared OMol25 entry of this formula, charge and spin) (eV) = 0.411
- total charge = -1
- maximum force (eV Å⁻¹) = 2.05
- frontier orbital gap (eV) = 10.485
- HOMO energy (eV) = -8.0

```
37
Properties=species:S:1:pos:R:3:forces:R:3
O 0.72821 4.77990 0.61056 -0.057 0.074 -0.093
O 1.40639 1.86320 -4.86245 -0.123 0.086 0.086
O -2.70608 -0.02076 5.06057 -0.321 -0.042 0.196
O 2.56376 -2.87282 1.10157 0.072 0.038 0.031
O 0.57924 -0.48092 -0.48616 0.042 -2.002 0.418
O -0.93113 1.24130 -0.82511 -0.628 -0.505 0.239
O 5.78399 1.15855 -1.52285 0.148 -0.140 -0.054
O -1.25899 -0.16576 1.10587 -0.160 0.013 -0.450
O -3.60756 -2.20339 -0.37472 0.433 0.100 0.029
O 0.03390 0.04592 3.72287 -0.026 0.055 -0.070
O -3.11804 -0.84936 2.16233 -0.471 -0.045 0.489
O -1.72406 -1.15540 -0.97446 0.687 0.723 -0.158
O 2.06182 -2.76004 -2.51107 -0.066 -0.088 0.010
O 0.57168 2.78122 -1.49993 -0.327 -0.001 0.194
O 2.40625 0.50358 -1.37486 0.117 -0.283 0.191
O -6.15906 -1.35630 0.47062 -0.552 0.101 0.020
C 1.27120 0.49242 -1.01273 -0.632 1.567 -0.104
C -2.67961 -1.47745 -0.13329 -1.237 -0.758 -0.465
C -2.43115 -0.78663 1.19714 0.666 -0.072 0.275
C 0.25598 1.68646 -1.10104 1.064 -0.023 -1.144
B -0.84702 -0.18215 -0.31301 0.551 0.982 0.186
H 2.12627 -2.12146 0.68378 -0.048 -0.021 -0.049
H 1.85852 2.64233 -5.19949 0.005 -0.024 0.062
H -3.34404 -0.23371 4.36855 0.203 0.008 -0.087
H 1.10823 2.12131 -3.97924 0.128 -0.020 -0.069
H -5.84168 -2.21810 0.75471 0.240 0.099 -0.027
H -5.75605 -1.23221 -0.39266 0.148 -0.089 0.064
H -2.17893 -0.81985 5.15652 0.120 0.106 -0.126
H 5.89234 0.80018 -0.63674 -0.084 0.020 -0.032
H 1.77250 -3.67005 -2.63361 -0.009 0.063 0.035
H 0.48071 4.37214 -0.23397 0.093 -0.030 0.176
H -0.64863 0.19709 3.04964 0.223 -0.034 0.258
H 1.30591 -2.31784 -2.10508 0.098 0.038 0.031
H 3.36804 -2.99641 0.58746 -0.100 0.027 -0.068
H 5.21611 0.52191 -1.97388 -0.122 0.154 0.094
H 1.58643 4.39757 0.81489 -0.024 -0.016 -0.063
H 0.85454 0.31555 3.29926 -0.051 -0.064 -0.025
```
Positions in Å, forces in eV/Å.

***

Density functional theory data (ωB97M-V/def2-TZVPD) for C4H16Br2CuN8O4 as an isolated structure in a non-equilibrium geometry.

Results
- relative energy (zero: lowest compared OMol25 entry of this formula, charge and spin) (eV) = 0.680
- maximum force (eV Å⁻¹) = 1.67
- frontier orbital gap (spin up / spin down) (eV) = 8.414 / 7.135
- multiplicity = 2
- HOMO energy (spin up / spin down) (eV) = -7.8 / -7.7

```
35
Properties=species:S:1:pos:R:3:forces:R:3
Br 1.96112 0.04292 2.09497 -0.688 -0.038 -0.849
Br -1.84445 -0.61050 -1.45217 0.540 0.299 0.476
Cu 0.16073 -0.15797 0.26820 -0.214 -0.295 0.024
O 0.63855 1.62319 -0.83172 -0.312 0.540 -0.169
O -1.19570 1.15702 1.48895 -0.367 0.335 -0.132
O -0.72887 -1.88696 1.32081 -0.406 0.126 -0.188
O 1.53238 -1.27482 -1.27355 0.170 -0.723 0.480
N 1.58129 3.67591 -1.05159 0.250 0.698 -0.133
N -1.97305 2.03531 3.41556 -0.010 -0.849 0.796
N -1.89763 3.33387 1.56891 0.002 0.408 -1.002
N -2.50314 -3.07904 2.16220 0.149 0.478 -0.528
N -0.37141 -3.83583 2.39466 -0.678 -0.900 -0.120
N 0.78435 -1.22811 -3.38981 -0.422 0.492 -0.526
N 1.74932 2.14082 -2.73277 0.340 0.215 -0.643
N 2.51743 -2.60630 -2.85701 0.004 -0.394 -0.178
C -1.68079 2.11216 2.07601 0.449 -0.808 1.091
C -1.18565 -2.88016 1.86014 1.234 0.657 0.919
C 1.58249 -1.73493 -2.40807 -0.041 1.598 -0.190
C 1.27590 2.42892 -1.50122 0.046 -1.037 0.839
H 0.62524 -3.78695 2.48223 0.013 0.400 -0.408
H -2.23774 4.06254 2.16194 -0.057 0.221 -0.171
H 0.84130 -1.44144 -4.36828 0.222 -0.408 0.080
H 1.47874 1.31069 -3.22816 -0.008 -0.298 0.402
H -1.82776 1.14421 3.86137 0.205 -0.049 -0.319
H 2.47448 2.70247 -3.13789 -0.131 0.081 -0.147
H -3.12486 -2.29785 2.05563 -0.120 -0.203 -0.305
H -1.77996 3.46013 0.57756 -0.060 0.095 0.106
H -2.81852 -3.96794 2.48741 -0.293 0.016 0.152
H -0.01377 -0.66207 -3.12723 -0.138 -0.283 0.490
H 2.37791 4.13939 -1.45140 -0.105 0.145 -0.067
H 1.34970 3.96411 -0.11844 -0.019 -0.508 0.168
H 3.25673 -2.95608 -2.27858 -0.136 0.054 0.192
H -0.84909 -4.62681 2.77901 0.397 -0.244 0.293
H 2.41957 -2.93187 -3.79900 0.253 -0.233 0.024
H -2.57484 2.63199 3.95134 -0.071 0.410 -0.458
```
Positions in Å, forces in eV/Å.

***

Density functional theory data (ωB97M-V/def2-TZVPD) for C4H16ClCrN4O4 as an isolated structure in a non-equilibrium geometry.

Results
- total charge = +1
- maximum force (eV Å⁻¹) = 3.64
- frontier orbital gap (spin up / spin down) (eV) = 4.346 / 5.510
- multiplicity = 5
- HOMO energy (spin up / spin down) (eV) = -12.0 / -12.0

```
30
Properties=species:S:1:pos:R:3:forces:R:3
Cr -0.85105 -2.94782 -0.68358 2.647 2.241 1.101
Cl -0.68659 -0.59025 0.10931 -0.207 -2.459 -0.690
O -2.33228 1.30907 -1.92582 0.191 -0.197 -0.545
O 1.54862 3.82882 -1.75453 -0.469 -0.337 0.105
O 1.31449 -3.17115 -0.42987 -2.067 -0.759 -0.617
O -2.60321 -0.08222 2.67359 0.323 -0.341 -0.163
N 0.27071 2.47585 -0.42673 -0.949 0.108 1.003
N 1.99157 1.60423 -1.64395 -0.395 0.203 0.593
N 2.69254 -1.38860 -0.13450 -1.154 -1.796 -0.544
N 3.53972 -3.36188 -0.88515 -0.363 -1.005 -0.489
C -3.51594 1.46399 -1.17195 -0.278 -0.285 -0.322
C -1.92689 -0.45876 3.88365 -0.153 0.447 -0.523
C 2.46688 -2.66576 -0.52057 0.976 1.369 0.790
C 1.26339 2.73111 -1.31751 0.914 0.569 -0.292
H 3.44670 -4.33222 -1.13985 -0.094 0.074 -0.046
H -0.93538 -0.89769 3.74202 -0.076 -0.124 -0.334
H 4.47152 -2.99071 -0.87883 0.023 0.197 0.117
H -4.27066 1.91248 -1.81924 0.243 0.359 0.061
H 3.58538 -0.98112 -0.33256 -0.115 0.722 0.406
H -2.56711 -1.18697 4.37635 0.122 0.210 0.454
H 2.59238 1.64268 -2.44463 -0.013 -0.175 -0.022
H -0.28124 3.21986 -0.03630 0.269 0.345 -0.361
H 1.66002 0.77005 -1.20521 0.298 -0.549 -0.603
H -1.73441 0.70862 -1.46950 -0.167 0.302 0.007
H -3.95919 0.48999 -0.92913 0.175 0.080 0.503
H 1.86074 -1.00707 0.29246 0.523 0.956 0.039
H 0.07574 1.59331 0.01995 0.462 0.189 -0.447
H -1.76058 0.46753 4.43254 -0.233 -0.268 0.510
H -3.32552 2.09344 -0.29967 -0.341 -0.170 0.124
H -2.03034 -0.24882 1.91921 -0.092 0.094 0.186
```
Positions in Å, forces in eV/Å.

***

Density functional theory data (ωB97M-V/def2-TZVPD) for C4H16F3N8O4Y as an isolated structure in a non-equilibrium geometry.

Results
- total charge = +1
- maximum force (eV Å⁻¹) = 5.77
- frontier orbital gap (spin up / spin down) (eV) = 10.967 / 4.043
- multiplicity = 2
- HOMO energy (spin up / spin down) (eV) = -13.0 / -12.9

```
36
Properties=species:S:1:pos:R:3:forces:R:3
Y -0.59068 0.60322 -0.35961 -2.129 -0.100 0.366
F -0.33657 2.50611 -1.58157 0.366 -0.632 0.217
F -2.69674 0.93187 0.35443 1.958 -0.249 -0.597
F 1.68641 0.35038 -0.44191 -0.743 0.205 -0.282
O -0.81925 -1.72334 -0.57462 0.103 0.516 0.275
O -0.37206 -0.44474 1.65677 1.749 0.734 -5.448
O 0.03454 2.11733 1.26477 -3.204 -3.411 -1.537
O -0.97548 -0.09120 -2.68421 -0.326 -0.183 0.187
N 0.90301 -2.99190 -1.35596 3.173 0.945 -1.360
N -1.65258 -0.07026 3.42685 -0.510 1.699 0.461
N -0.44131 -0.83355 -4.78819 -1.197 -2.793 -1.432
N 1.53838 3.66119 1.01399 2.011 1.883 -2.465
N 0.09575 -1.34108 3.57154 3.632 -2.893 2.320
N 0.63308 3.39739 2.98004 -0.829 -0.126 3.286
N 0.50345 0.90365 -4.01172 1.909 2.811 1.049
N -0.66718 -3.95815 -0.27476 -0.846 -1.319 1.134
C 0.65618 3.01579 1.72028 2.491 2.245 1.376
C -0.53252 -0.51111 2.81504 -4.675 -0.134 3.251
C -0.21552 -2.78578 -0.67307 -0.810 0.177 -0.787
C -0.35561 -0.05177 -3.76428 0.043 1.402 1.202
H 0.58782 -2.08698 3.10080 0.324 0.289 0.389
H 1.11578 4.19558 3.36730 -0.036 -0.148 -0.525
H 0.21092 -0.59889 -5.52279 -0.854 -0.849 -0.372
H -1.61581 -4.09258 0.04482 0.377 -0.179 0.053
H 2.25518 4.23855 1.42987 -0.320 -0.069 -0.201
H -1.20379 -1.49500 -4.82286 0.466 -0.159 -0.487
H 0.05028 -4.66257 -0.37032 -1.231 -0.638 0.514
H 1.31836 -3.90914 -1.43501 -0.258 0.211 0.038
H 1.06743 0.97664 -4.84641 -0.297 0.139 0.302
H 0.48128 1.65750 -3.33992 0.445 0.217 -0.126
H 1.58579 -2.26598 -1.52009 -0.399 0.324 0.111
H 0.24751 2.77595 3.67664 -0.193 0.113 -0.267
H -2.25102 0.59633 2.96035 -0.026 -0.028 -0.018
H 1.47736 3.61154 0.00706 0.178 -0.088 0.141
H 0.07345 -1.30964 4.58081 -0.041 -0.204 -0.390
H -1.79571 -0.31550 4.39611 -0.299 0.288 -0.375
```
Positions in Å, forces in eV/Å.

***

Density functional theory data (ωB97M-V/def2-TZVPD) for C4H16FN8O4Ti2 as an isolated structure in a non-equilibrium geometry.

Results
- relative energy (zero: lowest compared OMol25 entry of this formula, charge and spin) (eV) = 8.259
- total charge = +1
- maximum force (eV Å⁻¹) = 8.53
- frontier orbital gap (spin up / spin down) (eV) = 3.905 / 6.688
- multiplicity = 7
- HOMO energy (spin up / spin down) (eV) = -10.4 / -12.3

```
35
Properties=species:S:1:pos:R:3:forces:R:3
Ti 9.64588 5.61045 18.40307 -0.738 0.970 -1.018
Ti 7.37691 7.04944 15.79734 1.166 0.108 1.504
F 9.42566 7.55764 16.89120 -0.665 -1.009 -0.055
O 9.07305 11.51171 18.72456 1.302 0.460 -0.771
O 14.14211 7.87414 15.74358 -2.113 -0.394 0.471
O 10.17742 9.21326 11.88867 -1.626 -0.224 -5.298
O 5.87526 9.99521 19.33786 0.353 -0.904 -0.253
N 12.09846 8.79027 16.29270 0.927 3.622 -1.035
N 12.24860 6.74287 16.48923 0.236 -5.058 0.779
N 10.26790 9.05809 13.95177 -2.011 -1.834 8.084
N 5.95235 7.93466 18.48114 -2.724 -2.961 -1.944
N 7.81074 9.04915 18.73890 4.613 0.638 -0.099
N 9.63479 10.52116 16.80998 0.290 -3.565 -2.996
N 12.05361 9.86206 12.94506 1.811 0.602 0.062
N 10.28140 12.51493 17.08854 1.830 4.401 0.221
C 12.96497 7.77892 16.09615 1.529 1.018 0.205
C 9.67009 11.52895 17.62527 -3.382 -0.976 4.220
C 10.83146 9.34025 12.85457 0.747 1.173 -2.134
C 6.52999 9.05113 18.90549 -1.822 2.705 0.952
H 10.52051 12.54691 16.10778 0.006 0.540 0.490
H 11.25818 6.82533 16.66916 0.379 -0.061 -0.314
H 8.38629 8.46539 18.14893 -0.909 -0.570 0.126
H 4.94986 7.95157 18.60291 -0.007 -0.359 0.038
H 10.30409 10.72550 16.08170 -0.311 -1.367 -0.404
H 12.72528 5.86280 16.62477 -0.243 -0.044 -0.278
H 12.34326 10.12340 13.87668 0.411 0.227 -0.609
H 11.12552 8.67201 16.53662 0.626 0.219 0.130
H 12.52683 9.64937 15.97880 -0.721 0.505 0.484
H 9.57102 9.57628 17.16103 -0.036 0.386 -0.250
H 10.84726 8.91613 14.76681 -0.210 -0.047 -0.150
H 6.39443 7.02876 18.41784 0.063 0.147 0.630
H 9.32368 8.71505 14.05601 0.485 0.205 -0.898
H 8.26043 9.94948 18.82431 0.142 0.895 0.673
H 10.28679 13.29321 17.73225 0.338 0.671 -0.839
H 12.34041 10.40431 12.14268 0.262 -0.118 0.273
```
Positions in Å, forces in eV/Å.

***

no.,M (g mol⁻¹)
1,191.23
2,330.97
3,463.58
4,271.64
5,386.12
6,354.96